No. 1
The following is a quantum chemistry calculation of a 2-piece molecular cluster, C5H9ClF2O2S overall in a non-equilibrium geometry, from OMol25.

```
! RIJCOSX wB97M-V def2-TZVPD def2/J DEFGRID3
* xyz 0 1
C -0.243 1.316 -1.149
C -0.922 0.374 0.952
C 0.719 -1.009 -0.390
C 0.138 0.354 -0.084
C 1.749 1.378 0.842
O 3.598 -0.321 1.518
O 3.514 0.469 -0.795
F 1.725 1.438 2.216
F 1.598 2.634 0.375
S 3.378 0.780 0.611
Cl 4.573 2.277 1.065
H 0.599 1.467 -1.909
H -1.004 0.771 -1.621
H -0.690 2.291 -0.809
H -1.155 1.333 1.335
H -1.756 -0.113 0.466
H -0.644 -0.284 1.756
H 1.812 -0.980 -0.623
H 0.172 -1.578 -1.198
H 0.845 -1.656 0.592
*
```

ΔE to the lowest compared entry with this formula, charge and spin ... 0.000 eV
Electronic energy ... -38215.7417 eV
Orbital gap ... 10.19 eV

=====

No. 2
The following is a quantum chemistry calculation of C25H40AgBr2F5NO17S3V2 as an isolated structure in a non-equilibrium geometry, from OMol25.

```
! RIJCOSX wB97M-V def2-TZVPD def2/J DEFGRID3
* xyz -1 7
V 1.202 3.711 -1.226
V 1.379 3.126 2.632
Ag -2.935 3.447 -0.543
N 0.521 4.592 -2.944
S 0.907 5.614 -4.075
O 0.041 6.768 -4.163
O 1.454 5.133 -5.303
F 2.233 6.224 -3.422
S -0.756 3.862 -3.829
O -0.244 2.822 -4.668
O -1.897 4.599 -4.263
F -1.290 3.040 -2.548
C -0.078 -0.700 0.382
F 1.214 -0.958 0.480
F -0.493 -1.197 -0.788
F -0.775 -1.254 1.356
S -0.270 1.181 0.422
O 0.402 1.761 -0.738
O -1.697 1.448 0.333
O 0.340 1.540 1.698
C -1.029 4.564 1.107
O -0.524 4.273 -0.056
O -2.168 5.125 1.124
O -0.344 4.291 2.152
C 2.658 4.484 0.831
O 2.392 3.260 0.607
O 2.615 4.856 2.036
O 2.613 5.186 -0.238
Br -6.051 -2.395 1.746
C -4.337 -2.131 0.837
C -4.359 -0.869 -0.015
Br -4.971 0.745 0.973
H -4.156 -2.981 0.186
H -3.584 -2.057 1.615
H -5.030 -0.922 -0.865
H -3.350 -0.612 -0.330
C -2.469 -3.231 -1.971
C -2.829 -2.304 -2.947
C -3.985 -2.528 -3.690
C -4.758 -3.658 -3.475
C -4.354 -4.575 -2.503
C -3.208 -4.382 -1.741
H -1.536 -3.073 -1.448
H -2.277 -1.388 -3.109
H -4.392 -1.782 -4.363
H -5.673 -3.820 -4.027
H -4.955 -5.462 -2.333
H -2.941 -5.055 -0.939
C -2.921 -0.886 5.754
C -2.345 -0.153 6.806
C -1.627 1.017 6.573
C -1.380 1.395 5.258
C -1.803 0.582 4.220
C -2.620 -0.510 4.461
H -3.442 -1.814 5.948
H -2.470 -0.522 7.816
H -1.259 1.606 7.402
H -0.807 2.285 5.025
H -1.616 0.880 3.196
H -2.925 -1.096 3.602
C 4.460 -0.975 -0.407
C 3.769 0.389 -0.301
O 4.240 1.105 0.830
H 4.025 -1.429 -1.300
H 4.199 -1.610 0.444
H 5.541 -0.895 -0.470
H 2.685 0.436 -0.359
H 4.096 0.929 -1.199
H 3.850 1.993 0.749
C 1.999 -0.443 4.462
C 2.766 0.887 4.574
O 2.824 1.560 3.315
H 2.599 -1.245 4.027
H 1.090 -0.383 3.866
H 1.758 -0.734 5.487
H 3.720 0.743 5.080
H 2.174 1.532 5.230
H 3.694 1.394 2.918
C 1.075 -0.569 -4.523
C 1.756 -0.432 -3.173
O 3.043 0.146 -3.363
H 0.079 -0.978 -4.315
H 1.655 -1.216 -5.183
H 0.915 0.382 -5.028
H 1.828 -1.395 -2.652
H 1.090 0.135 -2.518
H 3.643 -0.558 -3.623
C 2.061 -4.089 -1.080
C 3.086 -4.743 -1.994
O 3.096 -4.119 -3.296
H 1.072 -4.327 -1.472
H 2.241 -3.015 -1.109
H 2.138 -4.434 -0.051
H 2.896 -5.801 -2.202
H 4.092 -4.694 -1.562
H 3.706 -4.649 -3.816
*
```

Electronic energy ... -304428.3772 eV
Orbital gap (spin up / spin down) ... 7.00 / 7.45 eV

=====

No. 3
The following is a quantum chemistry calculation of C32H41BN8O2RbS2Si as an isolated structure, from OMol25.

```
! RIJCOSX wB97M-V def2-TZVPD def2/J DEFGRID3
* xyz -1 1
Rb 0.845 0.205 0.755
N -1.174 -1.942 2.123
C -2.035 -0.831 2.484
C -3.510 -1.203 2.779
C -4.329 -1.775 1.589
C -5.264 -0.815 0.827
N -4.603 0.383 0.330
C -4.130 0.524 -0.899
N -4.289 -0.472 -1.825
N -3.569 1.671 -1.270
C -2.061 0.177 1.336
O -1.979 -0.307 0.180
O -2.225 1.381 1.632
H -1.404 -2.245 1.183
H -1.238 -2.723 2.764
H -1.611 -0.314 3.346
H -3.992 -0.315 3.207
H -3.518 -1.959 3.569
H -4.982 -2.561 1.982
H -3.662 -2.256 0.872
H -6.085 -0.510 1.480
H -5.704 -1.310 -0.038
H -4.183 1.002 1.017
H -3.936 -1.341 -1.460
H -3.861 -0.250 -2.716
H -3.304 2.279 -0.508
H -2.869 1.617 -2.008
C 5.229 2.678 2.535
N 4.833 1.558 3.352
C 4.871 1.519 4.734
C 4.392 0.314 5.093
N 4.049 -0.383 3.954
B 3.435 -1.795 4.003
N 1.921 -1.751 4.535
C 1.404 -2.909 5.075
C 0.196 -2.645 5.611
N -0.038 -1.301 5.392
C -1.161 -0.565 5.920
C 1.026 -0.756 4.713
S 1.083 0.868 4.208
C 4.327 0.386 2.872
S 4.168 0.013 1.225
H 6.063 3.193 3.012
H 4.399 3.374 2.399
H 5.527 2.302 1.559
H 5.224 2.349 5.320
H 4.240 -0.113 6.068
H 3.473 -2.336 2.934
H 4.024 -2.425 4.863
H 1.963 -3.827 5.040
H -0.507 -3.273 6.130
H -2.100 -0.967 5.535
H -1.053 0.471 5.607
H -1.169 -0.618 7.011
C -2.525 3.543 -3.697
C -2.588 2.253 -4.211
C -1.578 1.333 -3.933
C -0.471 1.653 -3.131
C -0.456 2.954 -2.608
C -1.447 3.888 -2.889
Si 0.975 0.429 -2.659
C 0.337 -1.124 -3.606
C -0.726 -1.838 -3.033
C -1.244 -2.986 -3.617
C -0.691 -3.475 -4.796
C 0.372 -2.799 -5.375
C 0.871 -1.639 -4.790
C 2.321 1.069 -3.880
C 2.141 2.073 -4.837
C 3.179 2.500 -5.658
C 4.435 1.921 -5.554
C 4.643 0.918 -4.615
C 3.604 0.513 -3.788
H -3.299 4.266 -3.924
H -3.410 1.971 -4.863
H -1.635 0.346 -4.380
H 0.377 3.251 -1.975
H -1.375 4.890 -2.480
H -1.148 -1.483 -2.093
H -2.068 -3.511 -3.147
H -1.080 -4.379 -5.250
H 0.815 -3.173 -6.292
H 1.695 -1.120 -5.268
H 1.165 2.532 -4.950
H 3.003 3.286 -6.385
H 5.246 2.250 -6.192
H 5.621 0.462 -4.514
H 3.796 -0.247 -3.037
*
```

ΔE to the lowest compared entry with this formula, charge and spin ... 0.000 eV
Electronic energy ... -80751.2020 eV
Orbital gap ... 5.52 eV

=====

No. 4
The following is a quantum chemistry calculation of C24H27F31NO9PSSi2 as an isolated structure in a non-equilibrium geometry, from OMol25.

```
! RIJCOSX wB97M-V def2-TZVPD def2/J DEFGRID3
* xyz 0 1
C 4.000 1.274 2.680
C 3.307 1.475 1.199
C 1.787 0.871 1.068
F 1.571 -0.294 2.002
Si 0.442 2.236 1.310
O 0.902 3.777 0.606
Si 0.881 3.755 -1.148
N -0.685 3.277 -1.894
C 2.264 2.700 -1.975
O 2.100 2.898 -3.454
O 3.044 2.284 -4.108
P 0.351 2.597 3.520
S -0.256 0.945 4.426
C -1.359 1.653 0.835
O -1.464 0.533 0.117
C -2.588 2.610 1.348
F -2.944 2.240 2.745
F -2.015 4.005 1.437
C -3.863 2.716 0.322
F -4.263 4.170 0.247
F -3.515 2.350 -1.102
C -5.203 1.894 0.789
F -5.804 2.376 2.072
F -6.254 2.165 -0.261
C -5.005 0.244 0.783
O -4.708 -0.413 -0.343
O -5.207 -0.537 2.048
H 3.264 0.923 3.520
H 4.899 0.501 2.559
H 4.513 2.270 3.087
H 3.342 2.647 0.984
H 4.019 0.992 0.373
H 1.637 0.419 -0.017
H 1.126 5.157 -1.578
H -0.624 3.597 -2.888
H -0.823 2.224 -1.890
H 3.371 3.084 -1.749
H 2.166 1.537 -1.812
H 3.155 2.770 -4.994
H 1.615 3.048 4.044
H -0.711 3.579 3.777
H -4.337 -0.974 2.307
C 2.173 -5.816 2.577
C 2.852 -6.253 1.270
C 4.374 -6.292 1.322
F 4.912 -5.079 1.584
F 4.885 -6.682 0.123
F 2.411 -5.464 0.252
F 2.401 -7.513 0.981
O 1.775 -4.445 2.650
C 2.793 -3.534 3.064
C 3.156 -2.514 1.978
F 3.606 -3.123 0.851
F 4.152 -1.688 2.394
F 3.863 -4.233 3.512
F 2.290 -2.887 4.150
H 1.229 -6.373 2.636
H 2.731 -6.131 3.466
H 4.728 -6.999 2.076
H 2.291 -1.902 1.707
C 2.939 2.030 -8.822
C 3.931 2.771 -7.913
C 4.716 3.885 -8.595
F 5.480 3.426 -9.613
F 5.570 4.476 -7.717
F 4.761 1.865 -7.327
F 3.208 3.323 -6.889
O 3.392 0.788 -9.366
C 4.163 0.890 -10.563
C 5.603 0.393 -10.386
F 6.261 1.097 -9.431
F 6.316 0.538 -11.535
F 4.096 2.159 -11.031
F 3.521 0.119 -11.482
H 2.087 1.751 -8.188
H 2.504 2.682 -9.589
H 4.051 4.661 -8.982
H 5.623 -0.663 -10.100
C -6.737 -1.517 4.716
C -5.518 -1.582 5.649
C -5.289 -2.936 6.309
F -6.327 -3.308 7.094
F -4.198 -2.896 7.119
F -5.612 -0.588 6.574
F -4.415 -1.282 4.896
O -7.928 -0.961 5.276
C -8.743 -1.874 6.011
C -8.859 -1.506 7.495
F -7.644 -1.486 8.100
F -9.611 -2.417 8.168
F -8.292 -3.135 5.812
F -9.972 -1.822 5.428
H -6.471 -0.824 3.908
H -6.927 -2.469 4.205
H -5.120 -3.718 5.565
H -9.315 -0.520 7.622
*
```

Electronic energy ... -165355.0812 eV
Orbital gap ... 6.49 eV

=====

No. 5
The following is a quantum chemistry calculation of C37H43IrNO2P as an isolated structure in a non-equilibrium geometry, from OMol25.

```
! RIJCOSX wB97M-V def2-TZVPD def2/J DEFGRID3
* xyz 0 5
O -1.165 2.523 -4.320
C -2.339 1.633 -4.534
C -1.677 1.112 -5.818
H -3.224 2.277 -4.618
H -2.448 0.877 -3.731
C -0.429 1.986 -5.449
H -2.225 1.475 -6.692
H -1.491 0.030 -5.803
C -0.100 3.311 -6.153
H -1.017 3.935 -6.251
H 0.437 3.187 -7.087
H 0.557 3.891 -5.494
C 0.804 1.175 -5.025
H 0.510 0.274 -4.443
H 1.473 1.797 -4.412
H 1.381 0.819 -5.887
Ir -0.214 0.117 0.000
C -1.764 -2.229 -0.603
C -2.342 -1.352 0.361
C -2.361 -0.023 -0.204
H -2.769 -1.619 1.330
C -1.677 -0.100 -1.503
C -1.311 -1.496 -1.731
H -0.840 -1.872 -2.644
H -1.664 -3.300 -0.489
H -2.872 0.884 0.148
H -1.758 0.681 -2.248
C 2.942 0.475 0.580
C 2.618 -0.199 -0.616
C 1.508 0.487 -1.222
H 3.149 -1.057 -1.040
C 1.134 1.628 -0.304
C 2.092 1.572 0.777
H 2.149 2.255 1.613
H 3.807 0.267 1.197
H 1.290 0.509 -2.304
H 0.625 2.532 -0.676
O -1.568 3.396 -1.542
C -1.593 4.071 -2.774
C -2.471 5.289 -2.884
H -2.258 3.508 -3.404
H -0.585 4.235 -3.118
C -3.197 5.246 -1.554
H -3.183 5.171 -3.714
H -1.880 6.161 -3.135
C -2.602 4.086 -0.750
H -4.249 5.072 -1.746
H -3.132 6.199 -1.047
H -3.361 3.332 -0.481
H -2.081 4.428 0.153
N 0.212 -0.853 1.440
P 0.739 -1.774 2.619
C -0.601 -2.873 3.122
C -1.392 -2.548 4.245
C -2.212 -3.533 4.817
C -2.269 -4.814 4.245
C -1.632 -5.071 3.031
C -0.819 -4.090 2.452
C 2.172 -2.681 1.956
C 3.474 -2.477 2.475
C 4.485 -3.412 2.187
C 4.234 -4.472 1.321
C 3.009 -4.544 0.638
C 1.997 -3.606 0.906
C 1.295 -0.906 4.072
C 1.146 0.491 4.232
C 1.684 1.107 5.380
C 2.382 0.356 6.335
C 2.459 -1.037 6.200
C 1.896 -1.660 5.090
H -1.277 -1.579 4.738
H -2.787 -3.310 5.711
H -2.848 -5.605 4.718
H -1.754 -6.020 2.511
H -0.276 -4.291 1.531
H 3.662 -1.646 3.158
H 5.468 -3.306 2.649
H 5.009 -5.217 1.113
H 2.821 -5.321 -0.096
H 1.045 -3.649 0.356
H 0.632 1.096 3.484
H 1.593 2.186 5.546
H 2.892 0.820 7.191
H 2.973 -1.667 6.932
H 1.961 -2.749 4.986
*
```

ΔE to the lowest compared entry with this formula, charge and spin ... 0.422 eV
Electronic energy ... -56769.3317 eV
Orbital gap (spin up / spin down) ... 5.34 / 6.97 eV

=====

Question: Look up the electronic energy of the third one.
Answer: -80751.2020 eV

=====

Question: Which of these has the lowest electronic energy?
Answer: C25H40AgBr2F5NO17S3V2

=====

Question: electronic energy of number 3 (C32H41BN8O2RbS2Si)?
Answer: -80751.2020 eV